[1]
{"formula": "C38H105N9O10", "method": "wB97M-V/def2-TZVPD", "symbols": ["O", "O", "O", "O", "O", "O", "O", "O", "O", "O", "N", "N", "N", "N", "N", "N", "N", "N", "N", "C", "C", "C", "C", "C", "C", "C", "C", "C", "C", "C", "C", "C", "C", "C", "C", "C", "C", "C", "C", "C", "C", "C", "C", "C", "C", "C", "C", "C", "C", "C", "C", "C", "C", "C", "C", "C", "C", "H", "H", "H", "H", "H", "H", "H", "H", "H", "H", "H", "H", "H", "H", "H", "H", "H", "H", "H", "H", "H", "H", "H", "H", "H", "H", "H", "H", "H", "H", "H", "H", "H", "H", "H", "H", "H", "H", "H", "H", "H", "H", "H", "H", "H", "H", "H", "H", "H", "H", "H", "H", "H", "H", "H", "H", "H", "H", "H", "H", "H", "H", "H", "H", "H", "H", "H", "H", "H", "H", "H", "H", "H", "H", "H", "H", "H", "H", "H", "H", "H", "H", "H", "H", "H", "H", "H", "H", "H", "H", "H", "H", "H", "H", "H", "H", "H", "H", "H", "H", "H", "H", "H", "H", "H"], "positions_angstrom": [[2.003, -0.421, 7.021], [0.296, 0.087, 1.203], [-5.619, -2.210, -3.331], [-1.984, 0.768, 5.573], [-1.208, -4.352, -0.152], [-4.892, 2.452, 2.838], [-0.500, -1.555, -9.325], [-0.133, 3.837, 1.296], [5.645, 0.588, -0.008], [2.757, 4.330, -1.372], [-0.896, 1.335, -2.034], [1.274, -4.896, 1.074], [1.400, -1.472, 9.660], [1.385, 3.252, -3.391], [-3.177, -2.769, 6.006], [-3.629, 0.533, -3.502], [-1.765, 4.368, -1.862], [1.341, -2.543, -7.231], [4.221, -2.751, -0.895], [-0.638, 4.642, -0.901], [3.347, 2.845, -4.725], [5.642, -0.788, -0.396], [2.615, 0.053, 8.192], [3.343, -1.562, 0.928], [3.629, -2.278, 9.046], [-0.545, 0.326, -1.040], [5.251, 1.464, -1.019], [0.178, -1.739, -6.968], [1.141, -5.058, -0.327], [-1.435, -1.092, -10.372], [0.407, 0.570, 2.548], [0.442, -0.655, -1.587], [-0.409, -5.415, -0.566], [-2.361, -1.710, 5.386], [-2.555, -4.368, -0.590], [-0.303, 3.916, 2.741], [2.781, 2.941, -3.304], [2.112, -6.047, -0.958], [2.687, -1.131, 9.262], [-2.803, -0.317, 5.962], [-3.919, -0.719, -4.180], [-1.207, 4.455, 0.584], [3.630, 4.969, -0.368], [-0.059, 6.020, -1.047], [-2.544, -1.653, 3.932], [4.191, -1.410, -0.343], [-2.389, 1.976, 6.034], [0.484, -0.951, -5.726], [-6.383, -1.545, -2.263], [-0.225, -0.835, -8.153], [-4.199, -1.962, -3.273], [-4.305, 1.187, 2.762], [3.497, 4.102, -2.602], [-2.713, -0.779, -5.179], [2.031, 0.646, 6.045], [-0.072, 1.026, 0.263], [-4.449, 0.543, 1.394], [-2.758, -1.477, -6.015], [1.288, -4.040, -0.686], [-2.555, 0.211, -5.605], [-0.681, -5.717, -1.577], [0.877, 2.380, -3.366], [-1.438, -0.202, -0.707], [3.792, -2.196, 1.693], [2.311, -1.873, 0.765], [3.547, -2.953, -1.619], [0.725, -4.074, 1.281], [4.428, 2.704, -4.705], [-1.293, -1.834, 5.562], [1.157, 3.664, -2.497], [3.068, 0.884, 5.806], [2.904, 1.981, -5.219], [3.063, 3.734, -5.289], [0.032, 0.039, -5.776], [0.171, 4.025, -1.292], [-2.572, 1.935, 7.108], [-0.585, -2.454, -6.659], [-5.982, -1.764, -1.274], [3.061, 5.042, 0.559], [-5.407, 0.037, 1.278], [-0.338, 4.977, 2.991], [-3.732, -0.271, 1.291], [1.553, -0.738, -5.696], [-2.245, -0.629, -9.809], [-4.525, 0.753, -3.091], [-1.780, 1.184, -2.498], [0.258, -0.888, -2.636], [5.065, -2.804, -1.448], [-0.975, 2.284, -1.697], [-1.454, 5.363, 1.134], [3.455, 5.020, -3.187], [4.646, -1.918, 8.885], [-3.566, -1.907, 3.654], [-0.749, 6.759, -0.640], [-3.645, -2.823, -3.646], [-2.027, 3.740, 0.643], [6.159, -0.853, -1.354], [-4.142, 1.206, 0.585], [1.370, -3.428, -6.746], [3.628, 0.394, 7.979], [-2.820, -0.360, 7.051], [3.761, -3.005, 9.847], [0.942, -1.829, 8.834], [-5.303, 2.586, 3.695], [2.902, 2.069, -2.661], [-2.485, 5.016, -1.577], [1.443, -0.224, -1.569], [-1.669, -1.952, -10.999], [3.697, 5.943, -0.854], [1.291, 1.208, 2.545], [4.611, 4.515, -0.235], [-0.514, -6.266, 0.107], [-2.912, -3.338, -0.599], [-0.977, -0.281, -10.937], [3.222, -3.006, 8.346], [0.282, -1.587, -4.864], [5.446, 1.176, -2.052], [-6.249, -0.463, -2.263], [1.981, -6.274, -2.016], [1.252, -2.127, 10.415], [2.202, -4.653, 1.388], [5.879, 2.326, -0.794], [0.345, 3.424, 3.467], [1.873, -6.950, -0.396], [-0.353, 1.262, 2.912], [-1.909, -1.145, -4.540], [-1.525, 4.580, -2.820], [3.052, -0.664, 10.177], [0.718, 1.776, 0.225], [3.154, -5.891, -0.678], [2.027, 0.879, 8.592], [0.285, 6.253, -2.055], [-1.885, -2.412, 3.511], [3.391, -0.620, 1.474], [-3.173, -4.892, 0.138], [-2.683, -4.888, -1.539], [1.494, 0.229, 5.193], [1.464, 1.482, 6.454], [-2.951, -3.553, 5.411], [-3.606, 1.058, -4.365], [-3.856, -1.826, -2.247], [-1.670, 2.794, 6.002], [0.501, -0.254, 3.254], [-4.086, -2.427, 5.727], [-1.087, -0.268, -7.801], [-4.716, 0.644, 3.613], [0.569, -1.585, -1.034], [-2.342, -0.699, 3.444], [-7.441, -1.806, -2.264], [-4.728, -0.772, -4.909], [6.297, -1.353, 0.266], [3.470, -0.976, -1.036], [4.558, 3.925, -2.427], [0.512, -0.090, -8.455], [-3.244, 1.319, 2.973], [0.851, 6.181, -0.469], [-0.879, 1.615, 0.697], [1.297, -2.807, -8.205], [-3.303, 2.367, 5.587], [-3.873, -0.212, 5.782], [-1.232, 3.527, 3.157], [4.179, 1.581, -0.859]], "mulliken_charge": [-0.29, -0.01, -0.45, 0.05, -0.16, -0.60, -0.37, -0.10, -0.40, 0.01, 0.06, -0.25, -0.58, -0.67, -0.77, -0.37, -0.62, -0.78, -0.69, 3.69, -1.56, -1.02, -0.71, -0.83, -1.49, 0.94, -0.41, 0.76, 1.24, -0.65, -0.71, 0.19, -0.82, 0.39, -0.55, -1.27, 1.47, -1.50, 0.43, -1.09, 0.51, -1.15, -0.93, -1.85, -0.61, 1.22, -0.90, -1.68, -0.63, -0.63, -0.28, 0.56, -1.33, -1.50, -0.44, -0.31, -1.11, 0.44, -0.34, 0.38, 0.49, 0.33, -0.32, 0.46, -0.18, 0.25, 0.22, 0.37, 0.45, -0.09, 0.39, 0.23, 0.40, 0.29, -2.15, 0.39, 0.19, 0.22, 0.14, 0.40, 0.46, 0.14, 0.78, 0.28, 0.20, 0.03, -0.11, 0.29, 0.00, 0.64, 0.52, 0.34, 0.42, 0.49, 0.37, 0.27, 0.49, 0.36, 0.22, 0.35, 0.47, 0.43, 0.22, 0.35, -0.40, 0.27, -0.31, 0.22, 0.43, 0.52, 0.23, 0.34, -0.05, 0.28, 0.29, 0.07, 0.37, 0.23, 0.39, 0.23, 0.39, 0.24, 0.35, 0.43, -0.01, 0.06, 0.27, 0.27, 0.30, 0.39, 0.37, 0.42, 0.23, 0.36, 0.33, 0.36, -0.12, 0.31, 0.33, 0.30, 0.03, 0.24, 0.16, 0.34, 0.29, 0.31, -0.13, -0.45, 0.34, 0.07, 0.38, -0.42, 0.54, 0.41, -0.39, 0.25, -0.27, 0.26, 0.21, 0.31, 0.46, -0.02], "multiplicity": 2, "charge": 1, "gap_ev": [8.1, 2.1], "lumo_energy_ha": [-0.0808, -0.3013]}

***

[2]
{"formula": "C38H108N10O19", "method": "wB97M-V/def2-TZVPD", "symbols": ["O", "O", "O", "O", "O", "O", "O", "O", "O", "O", "O", "O", "O", "O", "O", "O", "O", "O", "O", "N", "N", "N", "N", "N", "N", "N", "N", "N", "N", "C", "C", "C", "C", "C", "C", "C", "C", "C", "C", "C", "C", "C", "C", "C", "C", "C", "C", "C", "C", "C", "C", "C", "C", "C", "C", "C", "C", "C", "C", "C", "C", "C", "C", "C", "C", "C", "C", "H", "H", "H", "H", "H", "H", "H", "H", "H", "H", "H", "H", "H", "H", "H", "H", "H", "H", "H", "H", "H", "H", "H", "H", "H", "H", "H", "H", "H", "H", "H", "H", "H", "H", "H", "H", "H", "H", "H", "H", "H", "H", "H", "H", "H", "H", "H", "H", "H", "H", "H", "H", "H", "H", "H", "H", "H", "H", "H", "H", "H", "H", "H", "H", "H", "H", "H", "H", "H", "H", "H", "H", "H", "H", "H", "H", "H", "H", "H", "H", "H", "H", "H", "H", "H", "H", "H", "H", "H", "H", "H", "H", "H", "H", "H", "H", "H", "H", "H", "H", "H", "H", "H", "H", "H", "H", "H", "H"], "positions_angstrom": [[9.342, -16.343, -14.370], [14.707, -22.773, -11.548], [20.242, -26.041, 0.581], [18.794, -17.181, -14.265], [12.522, -20.197, -12.056], [11.599, -12.545, -11.906], [18.164, -15.629, -12.121], [15.503, -18.782, -5.211], [22.532, -13.440, -11.425], [17.925, -22.795, -14.793], [19.894, -22.638, -4.664], [12.348, -17.479, -10.051], [12.978, -16.512, -18.029], [23.759, -17.299, -10.079], [14.136, -18.205, -12.934], [15.731, -14.332, -12.741], [17.117, -16.298, -1.378], [4.925, -19.231, -11.648], [19.263, -18.732, -8.941], [6.847, -16.972, -12.762], [13.950, -15.836, -19.960], [20.798, -23.759, -1.195], [17.805, -18.557, -3.130], [19.311, -21.690, -13.365], [16.989, -19.971, -11.562], [23.940, -14.678, -8.183], [12.800, -15.348, -12.085], [18.529, -20.659, -15.283], [15.085, -17.227, -18.474], [17.331, -15.584, -0.190], [5.774, -17.012, -11.779], [20.209, -23.559, -3.629], [13.924, -16.556, -18.798], [16.534, -18.401, -2.423], [19.463, -24.180, -0.694], [20.716, -26.561, 1.788], [16.242, -19.333, -12.644], [12.448, -15.091, -10.681], [22.498, -14.084, -10.148], [22.446, -17.785, -10.254], [16.885, -18.740, -5.480], [10.153, -15.933, -15.440], [22.002, -14.249, -12.440], [18.528, -21.783, -14.491], [16.653, -17.608, -1.131], [14.284, -17.575, -14.176], [19.636, -24.784, 0.694], [20.746, -22.903, -2.366], [3.931, -20.163, -12.047], [12.956, -16.208, -9.828], [23.439, -16.043, -7.944], [10.979, -17.488, -9.808], [12.371, -13.053, -12.971], [24.182, -17.107, -8.750], [23.909, -14.209, -9.565], [7.737, -15.820, -12.696], [17.685, -19.386, -4.353], [18.270, -19.571, -9.532], [4.639, -17.953, -12.148], [17.831, -18.993, -10.849], [15.349, -18.194, -12.158], [14.805, -17.834, -5.969], [18.825, -23.028, -5.479], [19.945, -19.350, -7.862], [8.258, -15.481, -14.088], [11.700, -11.146, -11.792], [12.163, -14.554, -13.111], [18.054, -20.714, -16.164], [13.171, -19.513, -12.316], [15.453, -13.591, -13.286], [4.168, -21.152, -11.666], [18.639, -24.804, 1.160], [10.689, -17.153, -8.805], [18.260, -15.831, 0.333], [10.307, -17.124, -10.594], [24.043, -18.063, -8.223], [7.270, -14.947, -12.242], [9.766, -16.252, -16.418], [18.548, -15.104, -11.414], [24.252, -13.172, -9.556], [18.659, -18.601, -11.458], [20.134, -22.036, -2.096], [15.586, -20.039, -13.154], [6.143, -17.315, -10.789], [22.241, -18.011, -11.298], [18.686, -23.418, -0.713], [20.863, -25.878, 2.632], [20.069, -27.358, 2.171], [13.779, -17.785, -5.607], [11.067, -14.669, -13.124], [12.499, -14.860, -14.102], [22.356, -16.136, -8.062], [8.588, -14.429, -14.080], [12.747, -16.345, -12.268], [17.652, -20.616, -11.979], [18.542, -20.631, -9.520], [13.016, -14.189, -10.423], [21.915, -13.414, -9.501], [14.021, -23.089, -10.953], [17.185, -18.138, -10.651], [18.431, -19.082, -2.531], [15.728, -17.984, -3.013], [19.740, -20.407, -7.676], [18.717, -19.601, -4.646], [17.299, -14.514, -0.401], [14.768, -18.185, -14.944], [7.496, -15.579, -14.867], [21.927, -15.014, -10.192], [16.495, -15.745, 0.507], [18.512, -22.169, -6.075], [3.778, -20.183, -13.129], [14.894, -21.878, -11.244], [10.652, -18.540, -9.765], [15.630, -17.626, -0.728], [15.933, -17.034, -18.978], [20.214, -24.068, 1.289], [13.424, -12.780, -12.844], [19.679, -18.787, -6.964], [11.411, -14.792, -10.495], [21.013, -19.276, -8.067], [15.259, -16.832, -5.950], [21.016, -24.192, -4.041], [11.666, -19.832, -12.294], [14.677, -16.554, -14.134], [17.402, -19.507, -8.857], [19.148, -24.958, -1.401], [15.025, -18.342, -11.125], [20.983, -14.600, -12.219], [23.343, -14.066, -7.635], [11.963, -12.654, -13.912], [17.287, -17.720, -5.458], [21.705, -27.010, 1.658], [5.379, -15.999, -11.679], [3.729, -17.478, -11.748], [21.846, -13.661, -13.348], [19.397, -24.282, -3.505], [21.783, -16.981, -9.928], [12.723, -10.761, -11.852], [14.752, -18.014, -7.056], [11.137, -16.370, -15.296], [11.117, -10.688, -12.601], [13.087, -15.356, -20.144], [13.285, -17.401, -14.600], [14.686, -15.866, -20.637], [19.567, -22.506, -12.845], [10.193, -14.844, -15.576], [24.553, -14.813, -10.200], [23.814, -16.248, -6.937], [19.743, -20.804, -13.176], [8.659, -15.994, -12.122], [19.599, -17.597, -13.943], [16.230, -19.401, -2.063], [17.997, -23.515, -4.959], [22.608, -15.119, -12.709], [17.158, -19.303, -6.378], [25.240, -16.848, -8.772], [17.378, -15.117, -12.396], [17.315, -20.377, -4.038], [12.739, -15.983, -8.772], [22.344, -18.725, -9.701], [14.908, -14.801, -12.514], [17.334, -18.070, -0.405], [15.142, -17.313, -17.472], [21.251, -24.645, -1.394], [16.921, -18.939, -13.415], [7.387, -17.825, -12.809], [15.782, -17.196, -12.247], [18.713, -19.762, -14.869], [11.282, -10.813, -10.845], [18.456, -16.687, -13.485], [21.727, -22.475, -2.577], [2.990, -19.842, -11.577], [14.034, -16.354, -9.871], [4.494, -17.936, -13.235], [19.154, -23.732, -6.263]], "mulliken_charge": [-0.27, -0.60, -0.30, -0.59, -0.70, -0.28, -0.61, -0.36, -0.39, -0.64, -0.21, -0.09, -0.60, -0.41, -0.31, -0.72, -0.29, -0.29, -0.20, -0.15, -0.40, -0.33, -0.35, -0.36, -0.12, -0.41, 0.37, -0.35, -0.40, -0.79, -0.63, -0.37, 0.58, -0.43, -0.60, -0.74, -0.31, -0.39, 0.26, -0.58, 0.00, -0.34, -0.35, 0.65, -0.60, -0.68, -0.62, -0.66, -0.72, -1.06, -0.46, -0.65, -0.91, -0.76, -0.65, -0.25, -0.91, -0.55, -0.58, -0.05, -0.39, -0.79, -0.60, -0.68, -0.49, -0.80, 0.21, 0.21, 0.44, 0.28, 0.25, 0.36, 0.32, 0.28, 0.06, 0.44, 0.54, 0.36, 0.24, 0.39, 0.09, 0.26, 0.60, 0.28, 0.19, 0.49, 0.32, 0.26, 0.30, -0.28, 0.41, 0.33, 0.31, -0.05, 0.27, 0.47, 0.28, 0.23, 0.30, 0.02, 0.27, 0.29, 0.36, 0.30, 0.25, 0.34, 0.39, -0.18, 0.32, 0.01, 0.30, 0.29, 0.29, 0.36, 0.23, 0.36, 0.21, 0.23, 0.36, 0.12, 0.37, 0.24, 0.27, 0.35, 0.06, 0.26, 0.32, -0.02, 0.27, 0.50, 0.36, 0.26, 0.46, 0.35, 0.32, 0.36, 0.17, 0.31, 0.32, -0.28, 0.30, 0.23, -0.08, 0.17, 0.17, 0.34, 0.25, 0.38, 0.16, -0.39, 0.30, 0.30, 0.39, 0.27, 0.06, 0.40, 0.26, 0.38, 0.43, 0.33, 0.33, 0.34, 0.20, 0.27, 0.05, 0.23, 0.10, 0.14, 0.25, 0.35, 0.27, 0.30, 0.25, 0.34, 0.34], "charge": 0, "gap_ev": 8.7, "lumo_energy_ha": 0.0056, "de_lowest_ev": 0.000}